[1]
Entry from the OMol25 dataset: a cluster of 11 separate species, C4H30NO12 in total in a non-equilibrium geometry (the ωB97M-V functional and the def2-TZVPD basis).

## Properties
Kohn-Sham gap   10.56 eV
Charge   +1
HOMO energy   -13.32 eV
Energy above the lowest of the compared OMol25 structures with the same formula, charge and spin   2.006 eV
LUMO level   -2.7633 eV
Multiplicity   1

Geometry (Å):
O: 2.148 -0.589 -1.943
O: -0.149 0.483 4.814
O: 0.438 -0.806 -3.772
O: -0.063 1.416 -2.089
O: -3.408 1.256 0.014
O: 1.766 1.391 3.110
O: 3.533 -2.553 0.225
O: -1.874 3.495 -0.062
O: -2.707 -0.676 3.155
O: -2.209 -1.527 -3.713
O: 1.737 1.626 -0.908
O: 4.109 -1.143 2.465
N: -2.021 -0.611 -1.373
C: 0.648 1.081 -1.028
C: -0.749 -0.997 -0.537
C: -1.098 -1.994 0.514
C: 0.105 0.156 0.039
H: -1.631 -1.671 1.419
H: -1.457 -3.062 0.280
H: 0.800 -0.010 0.876
H: 3.506 -0.398 2.511
H: -1.339 -1.813 -4.107
H: 3.737 -2.002 2.750
H: -0.539 0.740 0.777
H: 2.805 0.161 -1.950
H: 1.406 2.090 2.578
H: -4.351 1.371 0.054
H: 0.771 0.150 4.729
H: -3.442 -0.143 2.850
H: -2.491 0.313 -1.126
H: -2.441 3.227 -0.780
H: -1.568 4.394 -0.059
H: 0.344 2.128 -2.613
H: 0.858 -0.715 -2.923
H: 2.865 -2.467 0.890
H: -0.106 -2.087 1.038
H: -1.792 -0.493 -2.323
H: -0.135 -1.505 -1.344
H: 0.950 -0.901 -4.515
H: -3.088 1.928 0.633
H: 4.174 -1.908 0.574
H: 2.624 -1.361 -1.511
H: -0.398 1.220 4.307
H: 2.126 1.641 3.943
H: -2.486 -0.955 -4.427
H: -2.758 -1.209 -0.991
H: -2.939 -0.985 4.045

Atomic forces in eV per Å
2.5 -1.1 0.8
0.4 -2.5 2.1
-4.2 0.0 1.0
-2.3 -0.9 -0.2
0.1 0.3 0.5
0.1 -1.8 -1.2
0.5 0.4 -0.8
0.3 -1.3 1.2
0.1 -0.2 0.2
1.1 -0.7 -1.4
-0.9 0.0 0.8
0.7 -0.7 -0.1
0.0 2.6 4.7
3.0 2.4 1.1
0.5 -0.6 -1.6
1.2 -1.9 2.3
-2.6 1.4 0.5
-0.6 0.5 -0.7
0.6 1.8 -0.3
0.7 -1.1 -1.2
-0.6 -0.2 0.4
-0.7 0.3 1.0
-0.1 1.2 0.1
-0.1 0.0 -1.5
-1.1 -1.1 0.2
0.2 0.9 0.2
-0.8 -0.1 -0.2
-1.3 1.1 -0.5
-0.3 0.0 0.1
1.2 -0.7 0.4
0.0 0.8 -0.6
-0.2 0.6 -0.6
0.4 -0.4 0.5
1.6 0.0 -0.2
-0.8 -0.2 0.4
-0.6 -0.7 -0.6
-0.2 -1.3 -2.1
-0.7 0.4 1.1
2.5 -0.3 -1.9
0.4 0.0 -0.1
0.1 -0.2 -0.2
-0.6 1.1 -0.5
0.5 1.1 -1.2
0.2 1.1 0.6
-0.7 0.3 -0.3
0.2 -0.7 -1.5
0.1 0.2 -0.3

Löwdin charges, unit e, in atom order: atom 1 (O): -0.076, atom 2 (O): -0.059, atom 3 (O): -0.028, atom 4 (O): 0.119, atom 5 (O): -0.037, atom 6 (O): -0.031, atom 7 (O): -0.053, atom 8 (O): -0.038, atom 9 (O): -0.058, atom 10 (O): -0.070, atom 11 (O): 0.054, atom 12 (O): -0.052, atom 13 (N): 0.195, atom 14 (C): -0.549, atom 15 (C): -0.291, atom 16 (C): -0.058, atom 17 (C): -0.043, atom 18 (H): 0.060, atom 19 (H): 0.128, atom 20 (H): 0.128, atom 21 (H): 0.022, atom 22 (H): 0.069, atom 23 (H): 0.069, atom 24 (H): 0.151, atom 25 (H): 0.113, atom 26 (H): 0.047, atom 27 (H): 0.073, atom 28 (H): 0.042, atom 29 (H): 0.026, atom 30 (H): 0.119, atom 31 (H): 0.030, atom 32 (H): 0.052, atom 33 (H): 0.161, atom 34 (H): -0.039, atom 35 (H): 0.001, atom 36 (H): 0.098, atom 37 (H): 0.059, atom 38 (H): 0.150, atom 39 (H): 0.017, atom 40 (H): 0.053, atom 41 (H): 0.037, atom 42 (H): 0.095, atom 43 (H): -0.009, atom 44 (H): 0.044, atom 45 (H): 0.057, atom 46 (H): 0.159, atom 47 (H): 0.061

[2]
Entry from the OMol25 dataset: a cluster of 7 separate species, C4H22O9 in total in a non-equilibrium geometry (the ωB97M-V functional and the def2-TZVPD basis).

## Properties
Kohn-Sham gap   9.12 eV
SMILES   OCCO.OCCO.O.O.O.O.O
HOMO energy   -9.29 eV
Energy above the lowest of the compared OMol25 structures with the same formula, charge and spin   1.409 eV
LUMO level   -0.1714 eV
Multiplicity   1

Geometry (Å):
O: -3.361 -0.410 -1.920
O: -0.269 -0.736 -0.685
O: 2.367 -2.194 2.063
O: -1.122 2.568 1.172
O: -0.062 -0.450 2.393
O: 1.932 -2.930 -1.963
O: 2.163 0.929 1.166
O: -0.027 -0.125 -3.546
O: -4.338 1.471 -0.105
C: 3.195 -0.078 1.126
C: -2.042 1.629 0.598
C: -3.279 2.407 0.115
C: 3.238 -1.108 2.233
H: -4.046 0.781 -0.735
H: 1.369 -2.886 -2.746
H: 0.775 0.354 -3.306
H: -2.289 0.931 1.392
H: -3.081 2.949 -0.816
H: -1.699 1.178 -0.331
H: 4.285 -1.432 2.265
H: 2.266 1.393 0.331
H: 3.007 -0.598 3.179
H: 3.141 -0.567 0.143
H: 0.849 -0.265 2.106
H: -0.037 -1.174 -1.515
H: -0.543 2.885 0.474
H: -3.489 -0.695 -2.832
H: -0.727 0.537 -3.500
H: -2.405 -0.455 -1.768
H: 1.492 -3.561 -1.379
H: -0.611 -0.184 1.649
H: 4.186 0.387 1.114
H: 2.315 -2.729 2.856
H: -3.602 3.143 0.849
H: 0.448 -0.966 -0.078

Atomic forces in eV per Å
0.4 -0.1 -0.3
0.2 -0.1 -0.2
-0.3 -0.1 -1.0
0.4 -0.4 -0.4
0.3 -0.2 0.0
-0.3 0.1 0.0
0.6 -0.8 0.4
0.0 0.0 0.0
0.0 0.2 0.0
0.4 -0.1 -1.2
-0.6 2.0 -0.4
-0.6 -1.1 0.1
0.1 0.7 0.8
-0.1 0.5 0.3
0.1 -0.1 0.0
-0.1 -0.1 0.0
-0.2 -0.2 -0.2
0.3 0.1 0.0
0.7 -0.6 0.5
-0.1 -0.1 0.1
-0.3 0.2 0.1
0.2 0.0 0.0
-0.1 -0.4 0.2
-0.8 0.2 0.2
0.1 0.1 0.1
0.0 0.1 0.1
-0.1 0.0 0.1
0.1 0.0 0.0
-0.1 -0.2 0.2
0.1 0.1 0.0
0.0 0.1 0.1
-0.1 0.3 0.3
0.0 0.1 0.2
-0.1 -0.2 0.1
-0.2 -0.1 0.0

Löwdin charges, unit e, in atom order: atom 1 (O): -0.032, atom 2 (O): -0.058, atom 3 (O): -0.054, atom 4 (O): -0.062, atom 5 (O): -0.054, atom 6 (O): -0.057, atom 7 (O): -0.075, atom 8 (O): -0.050, atom 9 (O): -0.092, atom 10 (C): -0.225, atom 11 (C): -0.243, atom 12 (C): -0.239, atom 13 (C): -0.260, atom 14 (H): 0.030, atom 15 (H): 0.034, atom 16 (H): 0.050, atom 17 (H): 0.124, atom 18 (H): 0.113, atom 19 (H): 0.085, atom 20 (H): 0.120, atom 21 (H): 0.089, atom 22 (H): 0.134, atom 23 (H): 0.122, atom 24 (H): -0.009, atom 25 (H): 0.007, atom 26 (H): 0.078, atom 27 (H): 0.064, atom 28 (H): 0.042, atom 29 (H): 0.023, atom 30 (H): 0.046, atom 31 (H): -0.010, atom 32 (H): 0.117, atom 33 (H): 0.095, atom 34 (H): 0.117, atom 35 (H): 0.029

What is the formula in the first record?
C4H30NO12

Look up the energy above the lowest of the compared OMol25 structures with the same formula, charge and spin of the first one.
2.006 eV